Below is a 13-piece molecular cluster, C5H37N2O13 overall at a distorted geometry, with properties calculated with ωB97M-V with the def2-TZVPD basis set.

Summary:
Energy relative to the best compared isomer or geometry (same formula, charge and spin) ... 0.000 eV
Net charge ... +1
Energy ... -1300.23812 Ha
Highest occupied orbital energy ... -12.4 eV
Frontier orbital gap ... 10.18 eV
Lowest unoccupied orbital energy ... -2.2 eV

Element x y z (Å)
N (-1.1671, -1.0953, -0.3712)
C (-0.6116, 0.2905, -0.3253)
C (0.8209, 0.3240, -0.9166)
C (0.8455, -0.1814, -2.3514)
C (1.7846, -0.4618, -0.0481)
C (-1.5605, 1.2247, -1.0820)
N (-1.3412, 2.5310, -0.9998)
O (-2.5134, 0.7750, -1.7420)
H (-1.3086, -1.4005, -1.3468)
H (-2.0838, -1.1333, 0.0907)
H (-0.5514, -1.7838, 0.0834)
H (-0.5820, 0.6527, 0.7412)
H (1.1205, 1.3901, -0.9323)
H (1.8799, -0.0311, -2.7538)
H (0.1897, 0.3630, -3.0250)
H (0.6148, -1.2506, -2.4566)
H (1.8293, -0.1326, 0.9880)
H (1.5879, -1.5438, -0.0127)
H (2.7989, -0.3779, -0.4236)
H (-0.5173, 2.8726, -0.5264)
H (-1.8450, 3.1385, -1.6153)
H (0.7458, -3.8924, -0.4271)
H (-0.5883, -4.1397, -1.2226)
O (-0.2064, -3.6991, -0.4588)
H (1.8457, 4.2620, 2.2035)
H (1.8239, 2.6883, 2.0747)
O (1.9486, 3.5438, 1.5710)
H (2.9580, 4.1499, -1.9320)
H (2.8032, 4.7175, -3.3598)
O (2.4048, 4.1048, -2.7380)
H (-5.1582, -0.6706, -0.6939)
H (-3.7442, -0.0711, -0.9518)
O (-4.3109, -0.5020, -0.2523)
H (4.6446, 4.2401, -0.0500)
H (3.2200, 3.9378, 0.4107)
O (3.7347, 4.2556, -0.3741)
H (-0.4906, -3.4557, 1.6350)
H (-1.5184, -2.4727, 2.0493)
O (-0.5464, -2.5262, 1.8878)
H (-3.7636, 0.7241, 0.9903)
H (-3.2914, 1.4784, 2.3358)
O (-3.0196, 0.8895, 1.6291)
H (2.0712, 1.5939, 4.0822)
H (1.4234, 0.5332, 3.1649)
O (1.5744, 1.4983, 3.2658)
H (2.9233, -4.1873, 0.5064)
H (3.0410, -4.5433, -0.9881)
O (2.5049, -4.0563, -0.3556)
H (1.3411, -1.6414, 4.0844)
H (0.6914, -1.6123, 2.6537)
O (1.4284, -1.2521, 3.2064)
H (-2.3045, -0.5783, -3.0164)
H (-1.5163, -1.4436, -3.9792)
O (-1.9452, -1.4750, -3.1188)
H (-3.1212, -0.8339, 2.0485)
H (-3.8583, -1.9372, 1.2611)
O (-3.1351, -1.7973, 1.8835)

Atom charges from the Löwdin analysis, given in e for atoms 1 to 8: 0.2221 -0.1709 -0.3488 -0.0507 -0.0404 -0.4524 0.2519 -0.0126